Entry from OMol25: 2 unconnected molecules or ions with the total composition C2H4FNO (ωB97M-V with the def2-TZVPD basis set).

## Properties
SMILES string: CN=C=O.F
LUMO level, eV: 0.57
HOMO-LUMO gap, eV: 11.1
E_HOMO, eV: -10.56
Largest force on an atom, Eh/bohr: 0.027
Energy above the lowest of the compared OMol25 structures with the same formula, charge and spin, kcal/mol: 10.8
Electronic energy, eV: -8393.7789

Last column: Mulliken charge in e.
Geometry (Å):
F 0.6525 2.3196 0.0813  -0.39
O 2.4311 -0.6955 -0.0459  -0.47
N 0.1125 -0.9769 0.1004  -0.25
C 1.2701 -0.7610 -0.0067  0.53
C -1.2135 -0.5125 -0.0716  -0.57
H -1.3466 0.4559 0.4155  0.28
H -1.4449 -0.4082 -1.1333  0.27
H -1.8837 -1.2450 0.3752  0.23
H 1.4225 1.8237 0.2851  0.38



Entry from OMol25: C2H4FNO2 in the gas phase (ωB97M-V with the def2-TZVPD basis set).

## Properties
SMILES string: O=C(CF)NO
LUMO level, eV: 0.60
HOMO-LUMO gap, eV: 11.1
E_HOMO, eV: -10.47
Largest force on an atom, Eh/bohr: 0.033
Energy above the lowest of the compared OMol25 structures with the same formula, charge and spin, kcal/mol: 47.3
Electronic energy, eV: -10439.4884

Last column: Mulliken charge in e.
Geometry (Å):
F 0.5190 1.6963 -0.6916  -0.26
O -1.7933 0.1728 -0.1625  -0.39
O 1.3163 -1.5576 -0.3304  -0.59
N -0.8110 -0.8510 -0.2920  -0.11
C 0.9387 0.7587 0.2811  -0.15
C 0.5423 -0.6169 -0.1782  0.48
H 2.0500 0.8256 0.4193  0.24
H 0.4739 1.0516 1.2397  0.19
H -2.1446 -0.0190 0.7156  0.36
H -1.0913 -1.4605 -1.0009  0.24